# 1
# C35H53InN6O2Se

A structure of composition C35H53InN6O2Se (ωB97M-V/def2-TZVPD, the Open Molecules 2025 dataset).

XYZ file:
```
98
Properties=species:S:1:pos:R:3
In -0.2692 -0.0283 0.0060
C 2.3413 5.5424 5.3930
C 2.8167 4.1630 4.9388
C 2.8816 3.2444 6.1665
C 4.2245 4.3082 4.3442
C 1.8842 3.5509 3.8932
C 2.1666 2.3058 3.3598
C 1.3384 1.7396 2.4046
Se 1.8390 0.0308 1.7027
C 3.0371 0.5937 0.3140
C 4.3438 0.8465 0.6826
C 5.2707 1.2827 -0.2532
C 4.8043 1.4388 -1.5508
C 3.4942 1.1958 -1.9678
C 2.5614 0.7407 -1.0075
O 1.3059 0.4441 -1.3297
C 3.2202 1.4465 -3.4661
C 1.7661 1.3102 -3.9295
C 3.6511 2.8807 -3.8187
C 4.0505 0.4534 -4.2937
C 6.7133 1.5570 0.1692
C 6.7267 2.6043 1.2917
C 7.3481 0.2589 0.6862
C 7.5597 2.0821 -0.9896
C 0.1745 2.3686 1.9322
O -0.6271 1.8003 1.0353
C -0.1234 3.6480 2.4676
C 0.7346 4.1838 3.4226
C -1.3409 4.4450 1.9805
C -2.6371 3.6407 2.1628
C -1.5190 5.7564 2.7516
C -1.1496 4.8168 0.5031
H 3.0382 5.9398 6.1334
H 2.2995 6.2498 4.5619
H 1.3539 5.4979 5.8574
H 3.5443 3.6684 6.9248
H 1.8911 3.1170 6.6079
H 3.2614 2.2551 5.9058
H 4.9038 4.7491 5.0780
H 4.6361 3.3418 4.0470
H 4.2079 4.9495 3.4604
H 3.0417 1.7544 3.6835
H 4.6340 0.6945 1.7154
H 5.5061 1.7735 -2.3025
H 1.1228 2.0428 -3.4402
H 1.7350 1.5066 -5.0045
H 1.3666 0.3154 -3.7466
H 3.1123 3.6052 -3.2045
H 4.7185 3.0419 -3.6674
H 3.4311 3.0890 -4.8688
H 3.7469 -0.5738 -4.0792
H 3.9058 0.6379 -5.3613
H 5.1167 0.5374 -4.0802
H 6.1953 2.2505 2.1771
H 7.7537 2.8293 1.5892
H 6.2505 3.5312 0.9649
H 6.8001 -0.1385 1.5423
H 7.3534 -0.5063 -0.0927
H 8.3792 0.4372 1.0009
H 7.1616 3.0179 -1.3884
H 8.5751 2.2748 -0.6381
H 7.6237 1.3589 -1.8056
H 0.4954 5.1567 3.8228
H -2.7731 3.3662 3.2112
H -3.4959 4.2449 1.8587
H -2.6239 2.7318 1.5666
H -1.6847 5.5839 3.8171
H -0.6598 6.4201 2.6376
H -2.3937 6.2801 2.3607
H -0.9693 3.9326 -0.1033
H -2.0351 5.3339 0.1242
H -0.2912 5.4815 0.3862
N -1.3040 1.4142 -1.6088
C -2.3360 1.1274 -2.6145
C -2.0057 -0.1197 -3.4178
C -1.9166 -1.4050 -2.6063
N -0.6791 -1.4704 -1.8059
H -1.5405 2.2254 -1.0470
H -0.4117 1.6219 -2.0533
H -2.4691 1.9737 -3.2937
H -3.2891 0.9845 -2.0975
H -1.0668 0.0349 -3.9613
H -2.7795 -0.2479 -4.1769
H -1.9769 -2.2627 -3.2793
H -2.7651 -1.4795 -1.9212
H 0.1385 -1.3233 -2.3922
H -0.5803 -2.3800 -1.3641
N -2.5242 -0.1929 0.7773
H -3.2010 0.2798 0.1872
H -2.4241 0.3859 1.6079
H -2.9327 -1.0831 1.0554
N -0.4110 -2.2081 0.9136
C -0.9818 -2.8738 1.6783
C -1.8102 -3.6638 2.4551
C -3.1884 -3.4672 2.1762
N -4.2644 -3.1924 1.8561
C -1.3203 -4.5172 3.4770
N -0.9134 -5.2118 4.3015
```

Calculated values
- Max |F|: 0.52 eV/Å
- Multiplicity: 1
- HOMO-LUMO gap: 7.893 eV
- Molar mass: 783.627 g/mol

Löwdin atomic charge list, values in e, 8 entries:
1 In 0.664
2 C -0.067
3 C -0.558
4 C -0.046
5 C -0.047
6 C -0.168
7 C -0.071
8 C -0.381


# 2
# C7H15S

A cluster of 2 separate species, C7H15S in total in a non-equilibrium geometry (ωB97M-V/def2-TZVPD, the Open Molecules 2025 dataset).

XYZ file:
```
23
Properties=species:S:1:pos:R:3
C -0.5783 2.3743 -2.4922
C -0.8456 2.2651 -0.9996
C 0.1889 2.1503 -0.1156
C 0.0790 2.0917 1.3765
H 0.4790 2.2120 -2.6514
H -1.1147 1.5822 -3.0142
H -0.8061 3.3077 -3.0035
H -1.8785 2.3356 -0.6232
H 1.1872 1.9956 -0.5387
H -0.9009 2.4829 1.7001
H 0.2819 1.0427 1.7638
H 0.8655 2.6872 1.8484
C -0.3198 -3.4033 1.3804
C -0.8886 -2.0306 0.9766
C -0.2590 -1.4307 -0.2545
S 1.3746 -0.7533 -0.0045
H -0.3878 -4.1236 0.5385
H -0.8934 -3.8378 2.2092
H 0.7346 -3.3122 1.6559
H -1.9840 -2.1768 0.7879
H -0.7094 -1.2997 1.8258
H -0.9419 -0.7017 -0.6603
H -0.1842 -2.2423 -0.9945
```

Calculated values
- Max |F|: 1.81 eV/Å
- Multiplicity: 1
- HOMO-LUMO gap: 6.260 eV
- Total charge: -1
- Molar mass: 131.264 g/mol

Löwdin atomic charge list, values in e, 8 entries:
1 C -0.132
2 C -0.195
3 C -0.263
4 C -0.156
5 H 0.058
6 H 0.057
7 H 0.050
8 H 0.087


The relative energy (zero: lowest compared OMol25 entry of this formula, charge and spin) results, record by record, are as follows: 0.5 8.3 kcal/mol.